{
  "formula": "C60H81BBiN15O2S2SbSi3",
  "method": "ωB97M-V/def2-TZVPD",
  "homo_lumo_gap_ha": 0.264,
  "charge": 1,
  "homo_ev": -9.128,
  "symbols": ["Bi", "C", "C", "N", "C", "C", "C", "C", "C", "C", "C", "C", "C", "N", "C", "H", "H", "H", "H", "H", "H", "H", "H", "C", "Sb", "C", "C", "C", "C", "C", "C", "N", "Si", "C", "C", "C", "C", "C", "C", "C", "C", "C", "N", "Si", "C", "C", "C", "Si", "C", "C", "C", "H", "H", "H", "H", "H", "H", "H", "H", "H", "H", "H", "H", "H", "H", "H", "H", "H", "H", "H", "H", "H", "H", "H", "H", "H", "H", "H", "H", "H", "H", "H", "H", "H", "H", "H", "H", "H", "H", "C", "N", "C", "C", "N", "B", "N", "C", "C", "N", "C", "C", "S", "C", "S", "H", "H", "H", "H", "H", "H", "H", "H", "H", "H", "H", "H", "N", "C", "C", "C", "C", "N", "C", "N", "N", "C", "O", "O", "H", "H", "H", "H", "H", "H", "H", "H", "H", "H", "H", "H", "H", "H", "N", "C", "C", "C", "C", "C", "C", "N", "C", "C", "C", "C", "N", "C", "C", "H", "H", "H", "H", "H", "H", "H", "H", "H"],
  "coordinates": [[-0.72452, 0.04005, 1.82118], [3.46738, 1.07140, 4.49776], [2.18067, 0.89120, 3.97339], [1.94459, 0.66511, 2.69769], [2.99656, 0.60320, 1.85555], [4.32360, 0.77547, 2.28117], [4.54102, 1.00427, 3.64942], [5.39230, 0.76361, 1.32120], [5.13499, 0.65100, 0.00232], [3.78790, 0.50384, -0.47085], [3.45935, 0.45741, -1.83899], [2.14892, 0.34766, -2.21406], [1.16640, 0.22250, -1.21802], [1.45847, 0.22190, 0.06256], [2.73309, 0.41673, 0.44459], [3.59370, 1.26112, 5.55480], [1.31721, 0.94838, 4.62168], [5.55210, 1.14246, 4.01410], [6.40786, 0.87836, 1.68002], [5.93907, 0.67642, -0.72291], [4.24902, 0.52177, -2.57834], [1.86293, 0.32734, -3.25696], [0.11568, 0.10616, -1.46791], [-2.85434, -3.96945, 0.85036], [-1.05442, -2.85153, 0.42334], [-0.78166, -2.16706, 2.63608], [0.45808, -2.67051, 3.31465], [0.84371, -4.00732, 3.15017], [1.88643, -4.52936, 3.87517], [2.55860, -3.70362, 4.77089], [2.12454, -2.39914, 4.87793], [1.10544, -1.88865, 4.17954], [-2.08787, -2.44880, 4.06356], [-1.89460, -1.01637, 5.25461], [-1.62459, -4.01421, 5.00684], [-3.94595, -2.61648, 3.75850], [0.00855, -4.67996, -0.56736], [1.41495, -4.40326, -0.13859], [2.54199, -5.12571, -0.55681], [3.78996, -4.79643, -0.06736], [3.91332, -3.75697, 0.84663], [2.76450, -3.08549, 1.20661], [1.56266, -3.38095, 0.71257], [-0.53031, -6.47883, -0.19080], [-2.32115, -6.89611, -0.63284], [0.42871, -7.79880, -1.14031], [-0.25550, -6.93421, 1.60979], [-0.10050, -4.26307, -2.43341], [1.03255, -5.27537, -3.54576], [0.47833, -2.50763, -2.71524], [-1.85355, -4.44507, -3.07345], [-3.70972, -3.30614, 0.73914], [-2.82602, -4.35745, 1.86545], [-2.94075, -4.79113, 0.15356], [0.29767, -4.61711, 2.45075], [2.17323, -5.56734, 3.75621], [3.38481, -4.06396, 5.36769], [2.61294, -1.71629, 5.56599], [-0.84383, -0.82872, 5.48334], [-2.41279, -1.24686, 6.18959], [-2.33772, -0.10382, 4.85037], [-0.69771, -3.88677, 5.56951], [-1.50774, -4.89446, 4.37126], [-2.42505, -4.22461, 5.71978], [-4.43551, -1.66380, 3.96332], [-4.32151, -3.35357, 4.47165], [-4.24400, -2.92948, 2.76330], [2.42965, -5.93403, -1.26145], [4.66123, -5.35577, -0.38445], [4.86593, -3.48472, 1.27964], [2.78900, -2.30128, 1.95094], [-2.32420, -7.82505, -1.20750], [-2.83522, -6.15086, -1.23429], [-2.91319, -7.06550, 0.26845], [0.19816, -7.79279, -2.20517], [0.08959, -8.76176, -0.74831], [1.51112, -7.76838, -1.01928], [-1.00499, -6.50655, 2.27935], [0.73563, -6.63368, 1.95443], [-0.31639, -8.02101, 1.70289], [2.08004, -5.00822, -3.39592], [0.77770, -5.01708, -4.57748], [0.94035, -6.35428, -3.44688], [1.41227, -2.33927, -2.17190], [-0.25372, -1.76951, -2.38389], [0.67963, -2.35565, -3.77956], [-2.16339, -5.48860, -3.14089], [-1.90086, -4.01813, -4.07829], [-2.57394, -3.90573, -2.45201], [-4.94273, -1.19010, -0.96290], [-4.74211, 0.19603, -0.57596], [-5.24660, 1.30285, -1.21744], [-4.83522, 2.38032, -0.51218], [-4.07031, 1.94199, 0.55098], [-3.71920, 2.82261, 1.80012], [-2.26140, 3.42993, 1.69634], [-1.98581, 4.57640, 0.97951], [-0.83986, 5.11550, 1.44392], [-0.39489, 4.28315, 2.44754], [0.71903, 4.56699, 3.33286], [-1.27202, 3.26119, 2.58899], [-1.06664, 1.98512, 3.72822], [-4.03149, 0.60215, 0.49457], [-3.32493, -0.51887, 1.58956], [-3.98819, -1.61742, -1.26535], [-5.63913, -1.21031, -1.79697], [-5.36108, -1.74535, -0.12454], [-5.84730, 1.21949, -2.10513], [-5.04301, 3.42560, -0.65430], [-3.78723, 2.14594, 2.78009], [-4.47838, 3.75959, 1.79264], [-2.65082, 4.93099, 0.21269], [-0.29747, 5.99750, 1.15267], [1.49214, 5.08656, 2.77266], [1.10617, 3.62924, 3.72453], [0.38968, 5.18877, 4.16523], [-1.40403, 2.15084, -2.18818], [-1.68618, 1.29838, -3.33974], [-2.13087, 2.05855, -4.60589], [-3.26358, 3.09941, -4.45201], [-4.46670, 2.84125, -5.35497], [-4.99856, 1.53829, -5.01607], [-6.05339, 0.96528, -5.52452], [-6.37081, -0.27448, -5.10012], [-6.83388, 1.57375, -6.43244], [-2.56394, 0.11952, -2.85378], [-3.63077, -0.15530, -3.49669], [-2.15944, -0.48906, -1.86106], [-2.24309, 2.40021, -1.67912], [-0.92728, 3.00220, -2.45513], [-0.73891, 0.81120, -3.60719], [-2.38297, 1.33255, -5.38445], [-1.23856, 2.57793, -4.96377], [-2.89334, 4.09601, -4.69288], [-3.60611, 3.13661, -3.41412], [-4.15489, 2.86445, -6.40563], [-5.22288, 3.61865, -5.20579], [-4.38815, 0.90878, -4.38974], [-5.67133, -0.75592, -4.54656], [-7.03620, -0.82777, -5.60926], [-6.65203, 2.52553, -6.69438], [-7.69369, 1.15774, -6.74051], [5.37678, 6.60780, 0.57807], [6.12700, 7.71831, 0.24971], [7.22354, 8.32583, 0.85366], [7.72140, 9.45352, 0.23361], [7.14874, 9.95974, -0.94600], [6.06311, 9.35079, -1.53814], [5.54597, 8.20784, -0.92714], [4.47935, 7.40862, -1.29993], [4.41462, 6.47743, -0.39062], [3.41034, 5.40683, -0.38725], [2.58351, 5.24567, -1.49566], [1.63904, 4.23631, -1.47747], [1.44750, 3.40987, -0.44904], [2.23424, 3.57787, 0.60773], [3.22953, 4.54193, 0.68511], [5.54750, 5.98087, 1.34276], [7.66560, 7.93936, 1.76256], [8.57292, 9.96265, 0.66482], [7.57417, 10.84763, -1.39399], [5.61887, 9.73480, -2.44630], [2.70138, 5.90204, -2.34618], [1.00691, 4.07301, -2.34312], [2.05562, 2.90965, 1.44373], [3.83596, 4.60361, 1.58068]]
}

{
  "formula": "C60H89ClCrN4O4P2S2Si",
  "method": "ωB97M-V/def2-TZVPD",
  "homo_lumo_gap_ha": [0.274, 0.262],
  "spin_multiplicity": 5,
  "homo_ev": [-7.291, -6.991],
  "s2": 6.0463,
  "symbols": ["Cr", "C", "Si", "C", "C", "C", "C", "C", "C", "P", "C", "C", "C", "C", "C", "C", "C", "C", "C", "C", "C", "C", "C", "C", "C", "C", "C", "C", "P", "C", "C", "C", "C", "C", "C", "C", "C", "C", "C", "C", "C", "H", "H", "H", "H", "H", "H", "H", "H", "H", "H", "H", "H", "H", "H", "H", "H", "H", "H", "H", "H", "H", "H", "H", "H", "H", "H", "H", "H", "H", "H", "H", "H", "H", "H", "H", "H", "H", "H", "H", "H", "H", "H", "H", "H", "H", "H", "H", "H", "H", "H", "H", "H", "H", "H", "H", "C", "C", "C", "O", "C", "O", "O", "H", "H", "H", "H", "H", "H", "H", "C", "C", "C", "C", "C", "O", "C", "C", "C", "C", "C", "C", "Cl", "C", "C", "C", "N", "C", "N", "C", "N", "H", "H", "H", "H", "H", "H", "H", "H", "H", "H", "H", "H", "H", "H", "H", "H", "H", "H", "H", "H", "H", "H", "S", "C", "N", "C", "C", "S", "H", "H", "H", "H", "H"],
  "coordinates": [[-2.16979, 0.59988, -0.09029], [-2.87360, 3.67645, 2.05971], [-1.75674, 2.14475, 1.76830], [-0.01924, 2.94423, 2.00657], [0.08403, 4.33627, 1.83481], [1.29937, 5.00478, 1.88245], [2.46884, 4.29089, 2.09544], [2.40501, 2.91404, 2.25286], [1.18721, 2.22893, 2.20205], [1.12425, 0.39641, 2.33438], [2.24925, 0.10798, 3.76746], [1.56142, 0.59117, 5.05623], [2.48710, 0.41277, 6.26130], [2.93631, -1.04366, 6.39966], [3.57526, -1.55866, 5.10806], [2.63584, -1.36676, 3.91435], [2.09007, -0.10182, 0.82161], [1.69293, -1.52701, 0.39234], [2.26480, -1.89910, -0.97892], [3.77286, -1.56480, -1.10157], [4.37042, -1.10915, 0.23102], [3.62502, 0.10314, 0.79573], [-2.28835, 1.15648, 3.33328], [-2.23473, 1.76407, 4.59893], [-2.82465, 1.19268, 5.71452], [-3.50889, -0.01359, 5.58740], [-3.55354, -0.64802, 4.35663], [-2.94090, -0.08813, 3.22756], [-2.82714, -1.05070, 1.64978], [-2.15177, -2.66955, 2.30959], [-1.73245, -3.65627, 1.20717], [-1.39768, -5.02635, 1.80221], [-0.28604, -4.91076, 2.84127], [-0.69254, -3.92292, 3.93236], [-1.01472, -2.55004, 3.33371], [-4.62423, -1.38187, 1.21998], [-4.92667, -1.41822, -0.29516], [-4.77288, -2.78951, -0.94149], [-5.62434, -3.83021, -0.21633], [-5.30439, -3.87784, 1.27973], [-5.41757, -2.49374, 1.92546], [-2.43719, 4.32412, 2.82921], [-3.04183, 4.28706, 1.15966], [-3.85274, 3.34345, 2.40930], [-0.81592, 4.92107, 1.66173], [1.33356, 6.08062, 1.75320], [3.42625, 4.79995, 2.13114], [3.33288, 2.36713, 2.39310], [3.17272, 0.68410, 3.64755], [1.25819, 1.63680, 4.95527], [0.64456, 0.00580, 5.20901], [3.36797, 1.05330, 6.13045], [1.98758, 0.74075, 7.17637], [3.63471, -1.14671, 7.23363], [2.06230, -1.66466, 6.63430], [4.50726, -1.01244, 4.92064], [3.83920, -2.61412, 5.21374], [3.10716, -1.73875, 2.99828], [1.72864, -1.96001, 4.07707], [1.63647, 0.56622, 0.09271], [2.01867, -2.25653, 1.14188], [0.60572, -1.57966, 0.34534], [2.09321, -2.96203, -1.16732], [1.68347, -1.37293, -1.73962], [4.32418, -2.42949, -1.47562], [3.92868, -0.76650, -1.84028], [4.34024, -1.93513, 0.94847], [5.42430, -0.85440, 0.09859], [4.02307, 0.33059, 1.78781], [3.85820, 0.97176, 0.16871], [-1.71714, 2.71705, 4.70152], [-2.75990, 1.68376, 6.68044], [-3.98907, -0.46722, 6.44753], [-4.04287, -1.61140, 4.29824], [-3.01366, -3.09412, 2.83767], [-2.51271, -3.76943, 0.46168], [-0.85371, -3.26658, 0.68225], [-2.29496, -5.43628, 2.28467], [-1.11647, -5.72028, 1.00712], [-0.04417, -5.88844, 3.26434], [0.62063, -4.53690, 2.34883], [-1.57686, -4.30497, 4.45815], [0.10227, -3.82698, 4.67663], [-1.26727, -1.84507, 4.12526], [-0.12970, -2.15957, 2.83868], [-5.02651, -0.43662, 1.57657], [-5.96971, -1.09436, -0.42568], [-4.31172, -0.70078, -0.83206], [-5.06184, -2.72635, -1.99344], [-3.72121, -3.07839, -0.93620], [-6.68216, -3.56535, -0.34079], [-5.48855, -4.81648, -0.66511], [-5.99385, -4.55724, 1.78582], [-4.30290, -4.28640, 1.42765], [-6.47283, -2.18947, 1.87412], [-5.17959, -2.55424, 2.98698], [-3.86405, 1.20504, -3.38272], [-2.42085, 1.50075, -3.00337], [-1.77808, 2.43858, -3.99828], [-2.36786, 2.07452, -1.64849], [-1.68467, 0.15550, -2.88869], [-1.03501, -0.25166, -3.83677], [-1.89864, -0.47623, -1.77428], [-4.47269, 2.11235, -3.31519], [-4.29958, 0.45128, -2.72540], [-3.89245, 0.83939, -4.41239], [-2.44133, 3.28181, -4.22059], [-1.57858, 1.88817, -4.91699], [-0.83187, 2.82162, -3.61958], [-2.97432, 2.81916, -1.59318], [6.43926, 3.59019, -3.18712], [5.94894, 2.30655, -3.87366], [6.46880, 2.34199, -5.31863], [6.56988, 1.09557, -3.16283], [4.37947, 2.24040, -3.87992], [3.85585, 3.30550, -4.68190], [3.93242, 0.85110, -4.39912], [2.62460, 0.74234, -5.19784], [2.57185, -0.61988, -5.85124], [2.91978, -0.78137, -7.18829], [2.94962, -2.03692, -7.78395], [2.63020, -3.14626, -7.02351], [2.67395, -4.73015, -7.75406], [2.27079, -3.01707, -5.69090], [2.24357, -1.75592, -5.11565], [3.90165, 2.58769, -2.47048], [2.47520, 2.48195, -2.16566], [1.70215, 1.40930, -1.94121], [0.53911, 1.77001, -1.43924], [0.65897, 3.12541, -1.37863], [1.80443, 3.60635, -1.80164], [7.50300, 3.73239, -3.39625], [6.32530, 3.54937, -2.10037], [5.89987, 4.46328, -3.56214], [7.56057, 2.29249, -5.30693], [6.19824, 3.27789, -5.81713], [6.11460, 1.50534, -5.92717], [7.65906, 1.20132, -3.16032], [6.33206, 0.15332, -3.66328], [6.25219, 1.01435, -2.11878], [4.10138, 3.15849, -5.60055], [3.90460, 0.14505, -3.56079], [4.71228, 0.47128, -5.05938], [2.60221, 1.50794, -5.97473], [1.73968, 0.89562, -4.57668], [3.16940, 0.09015, -7.78555], [3.21212, -2.15297, -8.82854], [2.00187, -3.89379, -5.11397], [1.91731, -1.65399, -4.08595], [4.11460, 3.63753, -2.31084], [4.45420, 2.00687, -1.73484], [2.01429, 0.39362, -2.14568], [-0.12577, 3.76789, -1.00591], [-4.97419, 1.94241, 0.05703], [-6.53214, 1.43785, 0.21506], [-7.10248, 1.04233, 1.36203], [-8.55723, 0.88892, 1.35186], [-8.89712, 0.46756, -0.06935], [-7.67100, 1.32418, -1.10078], [-6.63076, 1.33629, 2.20753], [-9.04929, 1.82821, 1.61058], [-8.86024, 0.12780, 2.06748], [-9.90069, 0.76721, -0.36114], [-8.78061, -0.60675, -0.20849]]
}

no.,maximum force (eV Å⁻¹)
1,0.65
2,1.23